No. 1
Here is a structure of composition C41H52IN3P2SV in a non-equilibrium geometry from the Open Molecules 2025 dataset. Energies are from ωB97M-V with the def2-TZVPD basis set.

XYZ file:
```
101
Properties=species:S:1:pos:R:3
V -1.09717 0.95430 -0.03610
C -4.36920 1.55482 -2.31764
C -4.18588 0.05485 -2.05986
C -5.02474 -0.89209 -2.90621
P -2.38626 -0.37725 -2.07068
C -2.06793 -0.73088 -3.82771
C -2.12067 0.46923 -4.76065
C -0.71669 -1.40320 -3.95991
C -2.33035 -1.98663 -1.29327
C -2.87630 -3.11067 -1.90412
C -3.17693 -4.24098 -1.16878
C -3.78083 -5.43722 -1.82265
C -2.90858 -4.17436 0.18782
C -2.29400 -3.10595 0.78763
C -1.83901 -2.03184 0.02406
N -1.05983 -1.02823 0.55986
C -0.18146 -1.43989 1.57826
C 0.35700 -2.76640 1.47525
C 1.22693 -3.30430 2.35989
C 1.74437 -2.46243 3.38647
C 2.78699 -2.96239 4.30716
C 1.27431 -1.16890 3.45552
C 0.33675 -0.60039 2.56531
P -0.24387 1.10245 2.45107
C 1.07685 2.22862 2.96564
C 1.85765 2.79891 1.77232
C 2.04583 1.82787 4.04837
C -1.50857 1.23839 3.75316
C -1.07421 0.83380 5.15685
C -2.66839 0.41214 3.28688
H -5.44166 1.79962 -2.13677
H -4.13016 1.82522 -3.34246
H -3.73795 2.15707 -1.70851
H -4.51558 -0.08413 -1.00110
H -5.14981 -0.59037 -3.96619
H -6.04884 -0.82591 -2.47845
H -4.69210 -1.92207 -2.82202
H -2.86321 -1.51844 -4.10159
H -2.04555 0.16037 -5.77044
H -1.36171 1.20485 -4.49948
H -3.10791 0.92329 -4.69638
H 0.09068 -0.62545 -3.88254
H -0.55719 -1.80968 -4.99090
H -0.47490 -2.17710 -3.20282
H -3.10513 -3.21850 -2.97850
H -3.85183 -6.30572 -1.18348
H -3.30055 -5.64271 -2.78768
H -4.79937 -5.21779 -2.12815
H -3.11155 -5.06254 0.81573
H -2.00621 -3.14448 1.83009
H 0.04407 -3.33749 0.59538
H 1.64995 -4.33390 2.25584
H 3.11667 -3.92946 3.89950
H 2.41970 -3.15651 5.29042
H 3.63712 -2.30705 4.24710
H 1.67259 -0.57785 4.27718
H 0.47504 3.12545 3.27323
H 2.46046 2.00172 1.25473
H 2.54742 3.62348 2.09831
H 1.22710 3.22327 1.01499
H 2.72780 1.12571 3.61553
H 1.66307 1.38941 4.96490
H 2.64221 2.76294 4.18131
H -1.84094 2.30925 3.65270
H -0.56386 -0.10122 5.06293
H -1.93790 0.72649 5.82649
H -0.50609 1.53747 5.73114
H -2.39704 -0.63016 3.08589
H -3.03825 0.77759 2.34060
H -3.46174 0.39467 4.00608
C 1.55697 -0.36877 -1.16753
C 1.64284 1.07532 -1.52719
C 2.76983 1.55113 -2.18872
C 2.74302 2.82884 -2.65317
C 1.60073 3.70886 -2.38773
C 1.52053 5.04271 -2.84805
C 0.48321 5.80607 -2.40339
C -0.45057 5.28662 -1.54596
C -0.48124 3.97220 -1.14315
S -1.64605 3.35489 -0.03527
C 0.57922 3.13056 -1.59951
N 0.57444 1.82023 -1.26783
H 2.26591 -0.94895 -1.81386
H 0.52979 -0.87509 -1.11739
H 1.83507 -0.56388 -0.13430
H 3.63434 0.95380 -2.44985
H 3.56807 3.19138 -3.26161
H 2.30104 5.41738 -3.56226
H 0.35820 6.86581 -2.74670
H -1.26176 5.88534 -1.15455
I 6.65522 -3.21367 1.11628
C 5.88909 -1.30918 0.77150
C 6.72798 -0.46765 0.05689
C 6.30382 0.84605 -0.13670
C 5.05709 1.19943 0.31226
N 4.20565 0.41044 0.94144
C 4.65668 -0.83858 1.20312
H 7.67437 -0.83793 -0.24689
H 6.94368 1.55994 -0.66489
H 4.64199 2.18279 0.17274
H 3.99811 -1.46679 1.84571
```

**Highest occupied orbital energy (alpha / beta)**: -6.35 / -6.71 eV
**Total charge**: 0
**<S²>**: 3.77
**2S+1**: 4
**Orbital gap (alpha / beta)**: 6.6075 / 6.8799 eV

No. 2
Here is a structure of composition C41H53BrGaN6O2PS from the Open Molecules 2025 dataset. Energies are from ωB97M-V with the def2-TZVPD basis set.

XYZ file:
```
106
Properties=species:S:1:pos:R:3
Ga -0.81348 -0.47575 -0.46606
N -0.71216 -2.23324 -1.72835
C 0.61649 -2.69281 -2.07650
C 0.86404 -4.02089 -2.38391
C 2.12319 -4.39295 -2.82456
C 3.11700 -3.43609 -3.00161
C 2.86364 -2.11112 -2.69692
C 1.62056 -1.73130 -2.18388
P 1.21979 -0.01362 -1.77245
C 1.28874 0.82703 -3.36948
C 0.31775 0.49708 -4.31815
C 0.40492 0.99975 -5.60397
C 1.46889 1.82593 -5.95208
C 2.42714 2.16115 -5.00938
C 2.33956 1.67096 -3.71209
C 2.53331 0.70776 -0.75524
C 2.29064 1.99624 -0.27368
C 3.25238 2.65915 0.46948
C 4.46420 2.03813 0.74918
C 4.70389 0.75407 0.28564
C 3.74325 0.08757 -0.46600
H -1.18188 -1.93055 -2.58201
H -1.29365 -2.96463 -1.32069
H 0.07105 -4.75384 -2.30471
H 2.32017 -5.42898 -3.06460
H 4.08367 -3.72388 -3.39143
H 3.62784 -1.36508 -2.87426
H -0.51071 -0.15303 -4.05437
H -0.34896 0.74544 -6.33682
H 1.54677 2.20732 -6.96129
H 3.24911 2.81113 -5.27758
H 3.09272 1.94441 -2.98434
H 1.34860 2.48552 -0.48616
H 3.05982 3.66289 0.82708
H 5.22069 2.55693 1.32299
H 5.64750 0.26835 0.49663
H 3.94829 -0.91735 -0.80556
Br 1.62293 5.31517 -3.85685
C 0.65313 4.78252 -2.34035
C 0.65666 5.55799 -1.19170
C -0.11393 5.13892 -0.11826
C -0.84240 3.96729 -0.23461
N -0.82162 3.20106 -1.32893
C -0.09397 3.61506 -2.37093
H 1.22998 6.47426 -1.14895
H -0.16445 5.72362 0.79001
H -1.47683 3.62896 0.57270
H -0.11715 3.00471 -3.26647
C 2.55702 -2.35253 1.63032
N 1.99040 -1.33764 2.50385
C 2.18119 -1.58029 3.93025
C 1.21322 -0.34600 2.03517
O 0.61651 -0.45829 0.91311
N 1.12644 0.78953 2.74451
C 2.19612 1.27425 3.60791
C 0.08350 1.75572 2.46882
H 3.64748 -2.30376 1.67625
H 2.23384 -2.20035 0.60584
H 2.24589 -3.34002 1.95962
H 1.97894 -2.63464 4.12061
H 1.47257 -0.99767 4.51109
H 3.20056 -1.35963 4.25085
H 3.10563 0.70317 3.44674
H 1.91896 1.23633 4.66206
H 2.39798 2.31268 3.34071
H -0.72364 1.28329 1.92515
H 0.48189 2.59532 1.89174
H -0.31857 2.12934 3.41104
C -4.77037 -0.14101 1.55725
C -3.66073 0.62929 2.28442
C -3.14584 1.77930 1.42398
C -2.63394 -0.34898 2.84234
C -2.49577 -0.43274 4.22663
C -1.86119 -1.50713 4.82780
C -1.48481 -2.58057 4.03720
C -1.59108 -2.53962 2.64942
C -1.51609 -3.85115 1.88211
C -2.83929 -4.10199 1.14593
C -0.31730 -4.00992 0.94648
C -2.02229 -1.34039 2.05448
O -2.02856 -1.20329 0.69214
H -5.55989 0.54340 1.23936
H -5.21761 -0.88669 2.21457
H -4.37562 -0.65079 0.67789
H -4.12149 1.09173 3.16145
H -3.98601 2.39866 1.10201
H -2.63671 1.42216 0.52514
H -2.47348 2.42367 1.99160
H -2.94616 0.33710 4.84326
H -1.75946 -1.55410 5.90399
H -1.15237 -3.50056 4.50564
H -1.43340 -4.63091 2.64224
H -2.97804 -3.39139 0.32834
H -3.68757 -3.99443 1.82188
H -2.85846 -5.11390 0.73760
H -0.56428 -4.67383 0.11413
H 0.53222 -4.45893 1.45596
H 0.01491 -3.05074 0.55513
N -5.06779 0.88671 -2.64983
C -3.81635 1.09449 -2.24792
N -3.36190 2.32514 -2.12038
S -2.86903 -0.30268 -1.93399
H -5.68203 1.64408 -2.90249
H -5.42004 -0.05339 -2.71363
H -3.95650 3.11919 -2.29954
H -2.40876 2.48413 -1.77673
```

**Highest occupied orbital energy**: -12.50 eV
**Relative energy (zero: lowest compared OMol25 entry of this formula, charge and spin)**: 4.0 kcal per mole
**Total charge**: +2
**2S+1**: 1
**Orbital gap**: 7.3855 eV

No. 3
Here is a structure of composition C41H53BrN2S4Tl in a non-equilibrium geometry from the Open Molecules 2025 dataset. Energies are from ωB97M-V with the def2-TZVPD basis set.

XYZ file:
```
102
Properties=species:S:1:pos:R:3
Tl -0.01945 -0.34671 0.69188
C -1.79409 1.36225 -0.97183
C -1.91701 0.90557 0.43754
C -2.89085 -0.26306 0.36162
C -3.19834 -0.39640 -0.95563
C -2.55995 0.61119 -1.78155
C -2.79610 0.75309 -3.26956
C -2.06771 1.97428 -3.82658
C -4.30227 0.91890 -3.51146
C -2.30315 -0.50723 -3.99315
C -3.56353 -1.10963 1.45224
C -2.58543 -1.69657 2.47318
C -4.64953 -0.30943 2.19287
C -4.27993 -2.30134 0.80114
C -1.92611 2.04127 1.48143
C -3.31047 2.71798 1.37321
C -0.89094 3.10366 1.08519
C -1.68344 1.63754 2.93336
H -1.23216 2.23035 -1.26925
H -3.89681 -1.12146 -1.34857
H -2.44416 2.89445 -3.37445
H -2.22914 2.04162 -4.90377
H -0.99385 1.91930 -3.64200
H -4.67590 1.81869 -3.01991
H -4.86832 0.06694 -3.13116
H -4.50519 1.00407 -4.58096
H -1.28127 -0.75326 -3.69616
H -2.31577 -0.35222 -5.07384
H -2.93872 -1.36871 -3.77536
H -1.87757 -0.96906 2.87182
H -2.02255 -2.51996 2.03655
H -3.13825 -2.10042 3.32397
H -4.24410 0.43259 2.87563
H -5.25813 -0.99500 2.78582
H -5.30664 0.19862 1.48538
H -3.60031 -2.89338 0.18310
H -5.12635 -1.98685 0.18987
H -4.66669 -2.95400 1.58535
H -3.50954 3.01986 0.34332
H -3.33024 3.61214 1.99982
H -4.11181 2.06134 1.69638
H -1.24431 3.72623 0.26420
H 0.05850 2.64898 0.77677
H -0.70289 3.76123 1.93309
H -2.42141 0.93289 3.30472
H -1.74197 2.52849 3.56127
H -0.69235 1.20369 3.07658
C 5.36768 -0.05222 -1.82581
C 5.07487 -0.00087 -0.32765
S 3.37853 0.38675 0.14589
C 3.16834 2.09639 -0.38510
C 2.45353 2.32532 -1.73145
S 1.19828 1.08938 -2.15335
C 1.85532 0.25113 -3.63970
C 3.35747 0.09911 -3.84368
S 4.23996 -1.08992 -2.79525
H 6.36734 -0.46435 -1.96848
H 5.36990 0.94973 -2.25611
H 5.73484 0.72694 0.14853
H 5.26777 -0.97044 0.13310
H 4.15337 2.56551 -0.39859
H 2.60032 2.57692 0.41215
H 3.17050 2.38657 -2.54572
H 1.93584 3.28419 -1.69635
H 1.46167 0.79584 -4.50015
H 1.37182 -0.72632 -3.62404
H 3.87447 1.05297 -3.76342
H 3.49969 -0.23776 -4.87136
S 3.50254 -0.41715 4.23120
C 3.41410 1.29751 4.05856
C 4.20546 2.27374 4.65878
C 3.95096 3.59305 4.35053
C 2.91909 3.93582 3.46805
C 2.13544 2.96590 2.87976
C 2.38463 1.62460 3.17192
N 1.69315 0.52717 2.66046
C 2.17369 -0.57990 3.12875
C 1.70398 -1.91917 2.73153
C 2.16071 -3.03215 3.44164
C 1.77262 -4.30749 3.08150
C 0.91290 -4.48001 2.00847
C 0.45468 -3.37868 1.30089
C 0.84405 -2.08742 1.64532
H 4.99402 2.00516 5.34856
H 4.55594 4.37159 4.79490
H 2.72692 4.97903 3.25554
H 1.33765 3.23272 2.20627
H 2.81979 -2.90496 4.29131
H 2.13633 -5.16132 3.63691
H 0.59258 -5.47368 1.72255
H -0.22906 -3.55020 0.48249
Br 0.78036 -6.00357 -3.64156
C 0.46210 -4.37897 -2.76085
C 1.52128 -3.62459 -2.28526
C 1.22715 -2.45308 -1.61112
N -0.01474 -2.00440 -1.41759
C -1.02150 -2.73317 -1.90668
C -0.83684 -3.92949 -2.57766
H 2.54717 -3.93257 -2.42740
H 2.02668 -1.84149 -1.20837
H -2.01578 -2.34508 -1.74552
H -1.68330 -4.49517 -2.93944
```

**Highest occupied orbital energy**: -10.58 eV
**Relative energy (zero: lowest compared OMol25 entry of this formula, charge and spin)**: 12.9 kcal per mole
**Total charge**: +1
**2S+1**: 1
**Orbital gap**: 7.5150 eV

| no. | DFT total energy (a.u.) |
| --- | --- |
| 1 | -4080.4184 |
| 2 | -7311.1463 |
| 3 | -6042.6525 |